Entry a
A cluster of 2 separate species, C2H4O3S2 in total. Source: OMol25; level of theory: ωB97M-V/def2-TZVPD.

The geometry in ORCA input format:
```
! wB97M-V def2-TZVPD RIJCOSX def2/J DEFGRID3
* xyz 0 1
O 1.185 0.791 1.796
S 2.072 -0.124 1.184
O 2.857 0.374 0.099
S 2.674 -1.590 2.195
C -1.930 -0.054 -0.858
C -0.508 0.329 -0.614
O 0.238 -0.482 -0.173
H -2.083 -1.141 -0.766
H -2.129 0.253 -1.957
H -2.381 0.352 -0.016
H 0.004 1.292 -0.890
*
```



Entry b
A structure of composition C2H4O3S2. Source: OMol25; level of theory: ωB97M-V/def2-TZVPD.

The geometry in ORCA input format:
```
! wB97M-V def2-TZVPD RIJCOSX def2/J DEFGRID3
* xyz 0 1
C 1.208 -1.784 0.618
C -0.031 -1.457 0.301
O -0.702 0.986 0.491
O -1.269 -0.160 -1.656
O 0.592 2.521 -0.893
S -0.269 2.550 0.239
S -0.156 -0.003 -0.808
H 1.474 -2.518 1.311
H 1.857 -1.187 0.060
H -1.009 -1.957 0.678
H -1.696 3.009 -0.341
*
```



Computed relative energies in units of eV: entry a 0.000; entry b 1.519